[1]
{"formula": "C22H19F6N7O4PdS3", "method": "the ωB97M-V functional and the def2-TZVPD basis", "species": ["Pd", "S", "S", "S", "F", "F", "F", "F", "F", "F", "O", "O", "O", "O", "N", "N", "N", "N", "N", "N", "N", "C", "C", "C", "C", "C", "C", "C", "C", "C", "C", "C", "C", "C", "C", "C", "C", "C", "C", "C", "C", "C", "C", "H", "H", "H", "H", "H", "H", "H", "H", "H", "H", "H", "H", "H", "H", "H", "H", "H", "H", "H"], "xyz": [[0.6464, -0.8681, 0.5898], [-1.2644, 1.5611, -1.7636], [-2.0347, -1.6341, 0.7727], [-2.0200, 0.8778, 1.8628], [-3.8957, -3.4229, 0.7501], [0.4317, 1.5085, 2.5965], [-1.1505, 2.6751, 3.5041], [-3.4014, -2.6884, 2.7287], [-0.7271, 0.6842, 4.2361], [-4.5722, -1.4647, 1.3740], [-1.1057, -2.7439, 0.6805], [-0.2808, 1.4712, -0.6535], [-2.3948, -0.9319, -0.4334], [-3.3341, 0.9412, 2.4787], [-1.9823, 3.6872, -0.2259], [3.4387, -0.3870, 1.6760], [1.4485, -1.1888, -1.3939], [2.7564, -0.2763, 0.6511], [-3.3930, 3.3408, -1.8573], [-1.3869, -0.6849, 1.8897], [1.4972, -1.3938, 2.5352], [2.7018, -0.8541, 2.7871], [-1.2614, -2.2792, -4.3640], [3.3285, -0.7623, -2.9185], [-0.1851, -2.7219, -2.2606], [5.2574, 0.3694, -1.9967], [-4.0273, 4.4510, -1.1100], [3.4092, -0.1268, -0.5843], [0.5592, -1.5432, -2.4042], [-3.5996, -2.3504, 1.4663], [-0.5450, -1.0934, -4.4972], [4.6735, 0.4000, -0.7346], [2.6759, -0.6840, -1.6663], [-2.9845, 4.7486, -0.0065], [3.2916, -0.8494, 4.0335], [-0.7909, 1.4384, 3.1601], [2.5852, -1.4282, 5.0817], [0.8349, -1.9653, 3.5377], [1.3533, -2.0030, 4.8254], [-2.2842, 2.9586, -1.2672], [4.5903, -0.2287, -3.0685], [-1.0755, -3.0902, -3.2500], [0.3690, -0.7224, -3.5304], [-0.0354, -3.3436, -1.3904], [-4.9790, 4.1153, -0.7039], [-1.9664, -2.5713, -5.1304], [3.0053, -1.4443, 6.0779], [-2.5171, 5.7235, -0.1256], [5.1934, 0.8125, 0.1184], [-3.4000, 4.6627, 0.9947], [5.0810, -0.2963, -4.0299], [-0.6941, -0.4649, -5.3653], [-3.8172, 2.8727, -2.6428], [-4.1913, 5.2985, -1.7701], [-0.1290, -2.3908, 3.2987], [0.9256, 0.2020, -3.6279], [-1.6292, -4.0139, -3.1532], [6.2495, 0.7748, -2.1385], [0.7823, -2.4849, 5.6061], [4.2728, -0.4166, 4.1626], [2.8539, -1.2766, -3.7414], [-1.1571, 3.5156, 0.3294]], "forces_ev_per_a": [[0.18, -0.35, 0.20], [-0.33, 0.04, -0.07], [0.14, -0.11, 0.32], [0.21, 0.16, -0.02], [0.00, -0.01, -0.02], [0.13, -0.04, -0.04], [0.01, 0.00, 0.00], [0.01, -0.01, 0.00], [-0.01, -0.08, 0.07], [0.00, -0.01, 0.02], [-0.02, 0.05, -0.18], [0.17, 0.03, -0.08], [-0.14, 0.00, -0.10], [-0.15, -0.04, 0.20], [0.03, -0.05, -0.08], [-0.01, -0.02, -0.04], [0.13, 0.02, 0.02], [-0.11, 0.05, 0.16], [0.05, -0.05, -0.03], [-0.07, 0.31, -0.42], [-0.10, -0.13, 0.26], [0.03, 0.06, -0.08], [-0.02, -0.01, 0.00], [0.02, 0.02, -0.05], [0.02, 0.05, -0.04], [-0.01, 0.02, 0.09], [0.00, 0.00, -0.03], [0.01, 0.05, 0.04], [-0.06, -0.05, -0.04], [0.01, 0.00, -0.01], [0.00, 0.00, -0.01], [0.02, 0.00, -0.12], [0.07, 0.06, 0.00], [0.02, 0.00, 0.05], [-0.08, -0.02, -0.05], [-0.17, 0.16, -0.08], [-0.04, -0.03, 0.00], [0.04, 0.01, -0.15], [0.03, 0.00, 0.09], [0.11, -0.08, 0.12], [-0.05, -0.04, -0.04], [0.00, 0.01, 0.01], [-0.01, -0.03, 0.00], [0.00, 0.00, 0.02], [0.00, 0.01, 0.00], [0.00, 0.00, 0.00], [-0.01, 0.00, 0.00], [-0.01, 0.01, 0.01], [0.00, 0.00, 0.01], [0.00, 0.02, -0.01], [0.00, 0.00, 0.00], [0.00, 0.00, 0.00], [-0.02, -0.02, 0.01], [-0.01, 0.00, 0.01], [0.00, 0.00, -0.01], [0.02, -0.01, 0.02], [0.00, 0.00, 0.00], [0.00, 0.01, 0.00], [0.02, 0.01, 0.02], [0.01, 0.01, -0.02], [-0.01, 0.01, 0.01], [-0.02, 0.03, 0.07]], "lowdin_spin": [1.38, 0.45, 0.01, 0.01, 0.00, 0.00, 0.00, 0.00, 0.00, 0.00, 0.04, 0.44, 0.02, 0.01, 0.02, 0.07, 0.50, 0.11, 0.04, 0.05, 0.13, 0.01, 0.08, 0.11, 0.07, 0.14, 0.00, 0.10, 0.05, 0.00, 0.00, -0.01, 0.03, 0.00, 0.02, 0.00, 0.00, 0.01, 0.02, 0.05, -0.02, -0.01, 0.07, 0.00, 0.00, 0.00, 0.00, 0.00, 0.00, 0.00, 0.00, 0.00, 0.00, 0.00, 0.00, 0.00, 0.00, 0.01, 0.00, 0.00, 0.00, 0.00], "s_squared": 6.06, "total_charge": 2, "homo_energy_ev": [-13.775, -14.441], "homo_lumo_gap_ha": [0.2556, 0.2229], "multiplicity": 5}

---

[2]
{"formula": "C22H19IN2O11P", "method": "the ωB97M-V functional and the def2-TZVPD basis", "species": ["I", "P", "O", "O", "O", "O", "O", "O", "O", "O", "O", "O", "O", "N", "N", "C", "C", "C", "C", "C", "C", "C", "C", "C", "C", "C", "C", "C", "C", "C", "C", "C", "C", "C", "C", "C", "C", "H", "H", "H", "H", "H", "H", "H", "H", "H", "H", "H", "H", "H", "H", "H", "H", "H", "H", "H"], "xyz": [[5.1791, -2.8283, 3.2605], [3.8519, -4.8452, 3.5434], [4.8161, -0.0815, -3.7991], [-0.3430, 4.0951, -0.6619], [-4.2404, 5.6979, 1.4095], [-4.6719, 7.1090, -0.7121], [3.9000, -2.1002, -2.4793], [-0.7315, 5.5737, -2.7651], [-3.5809, -1.2286, -0.6100], [3.2959, -4.7395, 5.0688], [-4.3597, -0.8013, 0.5275], [1.3045, 2.6970, -2.3615], [0.4187, 0.6645, -0.9793], [1.5574, -5.4297, 2.1952], [0.7111, -0.4686, 1.7922], [1.8225, -3.1153, 2.3778], [-1.3521, 4.7836, -0.6038], [-1.3764, -3.9480, 0.6275], [-3.6501, 6.4538, -0.7626], [3.1118, 1.4390, -3.1761], [-1.8840, -2.6941, 0.3796], [-3.3445, 5.5970, 0.4498], [0.4020, -5.3167, 1.5619], [2.3057, -4.3542, 2.6320], [3.7941, 0.1640, -3.1896], [0.5954, -2.9129, 1.7004], [0.0586, -1.6258, 1.4201], [-1.6387, 5.6566, -1.8054], [-0.1469, -4.0645, 1.2882], [-2.7251, 6.4381, -1.8761], [3.2114, -0.9816, -2.3856], [1.9952, 1.5763, -2.4444], [-3.2046, -2.5538, -0.3364], [1.4288, 0.4368, -1.6292], [2.0957, -0.8432, -1.6517], [-1.1708, -1.5553, 0.7913], [-2.2575, 4.8107, 0.5164], [1.7114, -0.5493, 1.8950], [1.6686, -1.6564, -1.0799], [-4.1055, 0.1305, 0.5853], [2.4179, -2.2781, 2.7179], [3.5280, 2.2480, -3.7595], [-2.0322, 4.1980, 1.3777], [-4.9155, 6.3325, 1.0915], [1.9205, -6.3599, 2.3749], [-1.9160, -4.8388, 0.3250], [4.6552, -1.9066, -3.0742], [-3.1434, -3.0420, -1.3124], [0.4912, 0.3072, 1.1782], [-1.5845, -0.5764, 0.5806], [0.5579, 2.5636, -1.7432], [-0.0437, 4.9509, -2.4626], [-0.0998, -6.2273, 1.2585], [2.6466, -4.0383, 5.2123], [-3.9939, -3.0256, 0.2531], [-2.9408, 7.0627, -2.7312]], "forces_ev_per_a": [[-0.01, 0.05, -0.03], [-0.02, -0.14, 0.16], [0.04, -0.04, -0.02], [-0.05, -0.12, 0.03], [0.01, -0.05, 0.06], [-0.04, 0.02, 0.04], [-0.02, -0.06, 0.05], [-0.01, 0.03, -0.06], [-0.09, 0.11, 0.03], [-0.11, -0.06, -0.23], [0.19, -0.04, 0.03], [0.05, 0.00, -0.13], [-0.05, 0.13, 0.04], [-0.08, -0.02, -0.03], [0.13, -0.13, -0.20], [-0.14, 0.29, -0.08], [-0.08, 0.03, 0.09], [-0.15, 0.02, -0.09], [0.10, 0.03, -0.18], [0.10, 0.02, -0.08], [0.17, 0.17, 0.25], [-0.01, -0.01, 0.04], [0.13, -0.12, 0.06], [0.12, -0.24, -0.05], [-0.07, 0.18, -0.03], [-0.15, -0.09, 0.02], [0.08, 0.00, 0.04], [0.00, 0.03, 0.00], [0.11, 0.30, 0.06], [-0.11, 0.08, -0.03], [-0.01, -0.04, 0.02], [-0.02, 0.00, -0.02], [-0.09, 0.04, -0.03], [0.05, -0.23, 0.00], [-0.09, -0.01, 0.11], [-0.13, -0.10, -0.18], [0.11, -0.10, 0.03], [-0.01, 0.04, 0.09], [0.01, -0.01, -0.03], [-0.04, 0.00, -0.05], [-0.06, 0.02, -0.03], [-0.02, 0.02, 0.01], [-0.02, 0.02, 0.01], [0.00, 0.03, -0.05], [0.01, -0.01, -0.02], [0.04, 0.02, 0.00], [0.01, 0.05, -0.03], [-0.03, -0.02, 0.04], [-0.06, 0.04, 0.10], [0.02, -0.09, -0.04], [0.05, 0.08, 0.10], [0.01, -0.01, 0.03], [0.09, -0.02, 0.07], [0.10, 0.07, 0.20], [0.00, -0.12, -0.11], [0.02, -0.01, -0.01]], "mulliken_charge": [0.00, -0.02, -0.61, -0.67, -0.57, -0.61, -0.60, -0.56, -0.25, -0.43, -0.37, -0.44, -0.57, 0.02, -0.49, 0.16, 1.12, -1.14, 1.04, -0.89, 0.58, 0.36, -0.75, -0.54, 1.02, 0.73, 0.08, 0.32, 0.82, -0.96, 0.43, 0.09, -0.83, 1.26, -1.25, -0.34, -1.15, 0.26, 0.49, 0.33, 0.14, 0.48, 0.46, 0.38, 0.34, 0.46, 0.38, 0.39, 0.23, 0.31, 0.29, 0.35, 0.46, 0.38, 0.43, 0.44], "total_charge": 1, "homo_energy_ev": -11.440, "homo_lumo_gap_ha": 0.2625, "multiplicity": 1}